The following is a quantum chemistry calculation of a cluster of 2 separate species, C4H12 in total in a non-equilibrium geometry, from the OMol25 dataset.

Last column: Löwdin charge in e.
Element x y z (Å)
C  0.676  0.455  1.102  -0.168
C  1.127  0.988  2.486  -0.172
H  0.016  1.161  0.667  0.038
H  1.644  0.476  0.577  0.069
H  0.198  -0.514  0.989  0.047
H  0.429  0.588  3.268  0.066
H  0.975  2.065  2.641  0.058
H  2.167  0.703  2.748  0.065
C  -1.453  -0.652  -1.223  -0.170
C  -0.401  -0.941  -2.323  -0.165
H  -1.417  0.419  -1.073  0.056
H  -2.456  -0.834  -1.561  0.050
H  -1.256  -1.317  -0.413  0.042
H  0.076  -1.934  -2.386  0.068
H  0.402  -0.172  -2.223  0.057
H  -0.727  -0.491  -3.276  0.059

Summary:
HOMO-LUMO gap   0.452 Ha
Energy relative to the best compared isomer or geometry (same formula, charge and spin)   0.8375 eV
LUMO   1.14 eV
Maximum force   2.3 eV/Å
Highest occupied orbital energy   -11.2 eV
2S+1   1

---

The following is a quantum chemistry calculation of an isolated molecule of C4H4OS in a non-equilibrium geometry, from the OMol25 dataset.

Last column: Löwdin charge in e.
Element x y z (Å)
C  0.190  -0.718  -0.955  -0.888
C  0.610  -0.547  0.555  -0.120
C  -0.288  0.651  0.911  -0.078
C  -0.889  1.000  -0.188  -0.086
H  0.604  -1.544  1.302  0.181
H  1.708  -0.130  0.265  0.164
H  -0.567  0.895  1.871  0.084
H  -1.440  1.862  -0.251  0.099
O  -0.583  0.266  -1.383  -0.057
S  0.656  -1.736  -2.127  0.700

Summary:
HOMO-LUMO gap   0.329 Ha
Energy relative to the best compared isomer or geometry (same formula, charge and spin)   2.0575 eV
LUMO   0.37 eV
Maximum force   3.8 eV/Å
Highest occupied orbital energy   -8.6 eV
2S+1   1

---

The following is a quantum chemistry calculation of a structure of composition C18H19BN9OPd in a non-equilibrium geometry, from the OMol25 dataset.

Last column: Löwdin charge in e.
Element x y z (Å)
Pd  -0.438  0.100  0.229  1.268
C  0.933  1.130  3.977  0.008
C  0.215  0.299  3.135  -0.062
N  0.339  0.768  1.879  -0.099
N  1.140  1.841  1.892  0.042
C  1.500  2.090  3.155  0.010
B  1.543  2.552  0.564  -0.634
N  2.167  1.442  -0.341  0.032
C  3.278  1.408  -1.092  -0.014
C  3.375  0.165  -1.693  -0.005
C  2.253  -0.532  -1.266  -0.085
N  1.550  0.245  -0.435  -0.055
N  0.199  2.960  -0.109  0.056
C  -0.246  4.108  -0.633  0.002
C  -1.509  3.901  -1.165  0.005
C  -1.790  2.571  -0.932  -0.088
N  -0.759  2.013  -0.271  -0.059
N  2.500  3.652  0.826  -0.024
C  3.801  3.535  1.239  -0.093
C  4.276  4.792  1.472  -0.030
C  3.184  5.640  1.183  -0.113
N  2.122  4.963  0.804  0.076
H  1.023  1.047  5.046  0.124
H  -0.370  -0.575  3.354  0.117
H  2.131  2.933  3.387  0.147
H  3.924  2.268  -1.156  0.141
H  4.154  -0.187  -2.346  0.120
H  1.938  -1.539  -1.489  0.123
H  0.368  4.990  -0.565  0.122
H  -2.139  4.625  -1.652  0.122
H  -2.676  2.010  -1.169  0.111
H  4.277  2.574  1.356  0.131
H  5.257  5.070  1.817  0.110
H  3.139  6.716  1.241  0.118
O  -1.636  -1.351  1.475  -0.120
C  -2.956  -0.824  1.202  -0.120
C  -3.145  -0.698  -0.294  -0.248
C  -4.382  -0.782  -0.902  0.025
C  -4.470  -0.640  -2.280  0.011
C  -3.313  -0.446  -3.021  -0.005
C  -2.106  -0.369  -2.356  -0.091
N  -2.029  -0.483  -1.021  -0.044
H  -1.651  -2.302  1.293  0.139
H  -3.002  0.152  1.689  0.142
H  -3.720  -1.460  1.645  0.148
H  -5.265  -0.963  -0.303  0.139
H  -5.432  -0.693  -2.771  0.136
H  -3.340  -0.356  -4.097  0.132
H  -1.175  -0.217  -2.885  0.131

Summary:
HOMO-LUMO gap (spin up / spin down)   0.217 / 0.194 Ha
Energy relative to the best compared isomer or geometry (same formula, charge and spin)   0.0000 eV
Total charge   +2
LUMO (spin up / spin down)   -8.53 / -9.14 eV
Maximum force   1.5 eV/Å
Highest occupied orbital energy (spin up / spin down)   -14.4 / -14.4 eV
2S+1   2

---

The following is a quantum chemistry calculation of a structure of composition C28H35N4O4ReSSb2, from the OMol25 dataset.

Last column: Löwdin charge in e.
Element x y z (Å)
Re  -0.158  0.713  -0.663  1.081
C  -3.705  3.392  -1.044  0.042
C  -2.471  2.659  -0.666  -0.201
N  -2.050  1.562  -1.203  -0.127
N  -2.558  1.075  -2.403  0.035
C  -1.640  1.029  -3.401  -0.736
N  -2.027  0.729  -4.618  0.187
S  0.006  1.389  -3.052  0.733
C  -1.525  3.216  0.321  -0.223
C  -1.808  4.349  1.051  0.043
C  -0.817  4.905  1.860  0.033
C  0.421  4.298  1.902  0.021
C  0.639  3.150  1.152  -0.082
N  -0.300  2.611  0.366  -0.086
H  -3.444  4.369  -1.461  0.130
H  -4.311  3.568  -0.153  0.119
H  -4.325  2.864  -1.762  0.090
H  -3.554  1.096  -2.573  0.170
H  -2.993  0.574  -4.870  0.151
H  -1.340  0.662  -5.357  0.139
H  -2.785  4.808  0.995  0.136
H  -1.021  5.797  2.438  0.143
H  1.227  4.688  2.507  0.129
H  1.594  2.644  1.203  0.089
C  3.295  -1.538  -1.428  -0.222
Sb  2.518  0.133  -0.402  1.383
C  3.673  1.719  -1.206  -0.265
C  3.341  -0.091  1.558  -0.256
C  2.796  0.824  2.613  -0.297
C  3.526  1.971  2.934  -0.040
C  3.090  2.856  3.908  -0.058
C  1.907  2.597  4.586  -0.059
C  1.178  1.459  4.281  -0.043
C  1.600  0.563  3.298  -0.284
C  0.785  -0.671  3.044  -0.255
Sb  -0.899  -0.361  1.775  1.437
C  -2.065  -2.106  1.988  -0.223
C  -2.075  0.994  2.919  -0.267
H  4.372  -1.514  -1.267  0.040
H  3.085  -1.458  -2.492  0.035
H  2.871  -2.452  -1.024  0.020
H  4.721  1.423  -1.178  0.034
H  3.545  2.635  -0.631  0.014
H  3.382  1.900  -2.240  0.017
H  4.398  0.118  1.391  0.083
H  3.252  -1.150  1.803  0.081
H  4.471  2.154  2.435  0.126
H  3.693  3.718  4.162  0.124
H  1.573  3.257  5.377  0.123
H  0.281  1.237  4.849  0.119
H  0.345  -1.038  3.975  0.093
H  1.342  -1.491  2.598  0.057
H  -2.431  -2.099  3.014  0.037
H  -1.434  -2.971  1.810  0.025
H  -2.908  -2.110  1.300  0.031
H  -2.098  0.628  3.946  0.032
H  -3.096  0.993  2.535  0.023
H  -1.680  2.008  2.921  -0.002
O  0.610  -2.153  0.221  -0.131
C  0.007  -2.220  -0.854  -0.585
O  -0.443  -1.078  -1.412  -0.347
C  -0.273  -3.438  -1.582  -0.151
C  0.128  -4.647  -1.005  0.011
C  -0.093  -5.862  -1.636  0.059
C  -0.723  -5.810  -2.863  -0.187
O  -1.039  -6.831  -3.662  0.090
C  -1.673  -6.282  -4.833  -0.058
O  -1.710  -4.858  -4.646  0.054
C  -1.126  -4.606  -3.451  -0.198
C  -0.919  -3.405  -2.841  0.078
H  0.622  -4.625  -0.043  0.127
H  0.209  -6.803  -1.200  0.139
H  -2.686  -6.670  -4.904  0.150
H  -1.072  -6.521  -5.708  0.150
H  -1.226  -2.478  -3.301  0.120

Summary:
HOMO-LUMO gap (spin up / spin down)   0.191 / 0.150 Ha
Energy relative to the best compared isomer or geometry (same formula, charge and spin)   0.0000 eV
Total charge   +3
LUMO (spin up / spin down)   -9.58 / -10.67 eV
Maximum force   0.4 eV/Å
Highest occupied orbital energy (spin up / spin down)   -14.8 / -14.8 eV
2S+1   4

---

The following is a quantum chemistry calculation of an isolated molecule of C5H6BrNOS in a non-equilibrium geometry, from the OMol25 dataset.

Last column: Löwdin charge in e.
Element x y z (Å)
C  0.596  0.125  0.208  -0.399
C  2.231  0.175  0.046  -0.705
C  -0.263  -1.007  -0.017  -0.263
C  -1.641  -0.450  -0.454  -0.240
C  -1.765  0.822  0.292  -0.472
N  2.653  1.356  -0.016  -0.234
O  3.812  1.763  -0.162  -0.071
S  -0.180  1.674  0.160  1.052
Br  3.227  -1.510  0.161  0.615
H  0.147  -1.827  -0.698  0.147
H  -0.382  -1.678  0.834  0.131
H  -1.428  -0.445  -1.493  0.098
H  -2.386  -1.355  -0.231  0.166
H  -2.589  1.535  0.034  0.097
H  -2.032  0.822  1.337  0.077

Summary:
HOMO-LUMO gap (spin up / spin down)   0.241 / 0.241 Ha
Energy relative to the best compared isomer or geometry (same formula, charge and spin)   4.0126 eV
LUMO (spin up / spin down)   -1.46 / -1.46 eV
Maximum force   7.7 eV/Å
Highest occupied orbital energy (spin up / spin down)   -8.0 / -8.0 eV
2S+1   1

---

The following is a quantum chemistry calculation of an isolated molecule of BH3S in a non-equilibrium geometry, from the OMol25 dataset.

Last column: Löwdin charge in e.
Element x y z (Å)
B  -0.455  0.345  0.111  -0.512
S  1.248  -0.035  0.047  0.736
H  -1.224  -0.522  0.329  -0.045
H  -1.016  1.471  -0.324  0.027
H  1.447  -1.260  -0.163  -0.206

Summary:
HOMO-LUMO gap   0.388 Ha
Energy relative to the best compared isomer or geometry (same formula, charge and spin)   0.4890 eV
LUMO   0.25 eV
Maximum force   4.0 eV/Å
Highest occupied orbital energy   -10.3 eV
2S+1   1

---

The following is a quantum chemistry calculation of a structure of composition C26H22ClF3IN5O9SV in a non-equilibrium geometry, from the OMol25 dataset.

Last column: Löwdin charge in e.
Element x y z (Å)
V  0.122  -0.122  0.689  0.844
O  -4.317  -0.296  -6.720  0.006
C  -4.490  -0.874  -5.670  -0.737
O  -5.194  -1.756  -5.227  -0.013
C  -3.531  -0.283  -4.496  -0.097
C  -3.645  1.046  -4.147  0.007
C  -2.866  1.501  -3.082  -0.129
N  -2.047  0.712  -2.431  0.106
C  -1.929  -0.552  -2.777  -0.191
C  -2.660  -1.111  -3.827  0.033
C  -1.004  -1.413  -1.933  -0.562
O  -0.796  -2.588  -2.242  -0.030
O  -0.574  -0.842  -0.897  -0.164
H  -4.300  1.719  -4.674  0.115
H  -2.892  2.529  -2.747  0.090
H  -2.524  -2.152  -4.069  0.124
O  -1.787  2.898  -0.635  -0.217
Cl  -0.916  2.272  0.263  0.684
O  -0.628  3.117  1.368  -0.259
O  -1.484  1.053  0.764  -0.423
O  0.317  1.938  -0.374  -0.327
C  2.493  -1.483  1.669  -0.143
O  1.418  -0.955  1.025  -0.409
H  2.482  -2.583  1.643  0.077
H  2.483  -1.160  2.723  0.110
H  3.429  -1.149  1.200  0.110
F  3.090  2.829  6.126  0.150
C  2.271  3.572  5.351  -0.586
F  3.022  4.569  4.872  0.158
F  1.365  4.112  6.168  0.164
C  1.665  2.721  4.264  -0.066
C  0.484  2.020  4.470  0.062
C  0.043  1.170  3.467  -0.069
N  0.706  0.997  2.331  -0.064
C  1.823  1.690  2.126  -0.090
C  2.343  2.563  3.061  0.061
H  -0.078  2.122  5.386  0.137
H  -0.856  0.578  3.597  0.115
H  2.317  1.544  1.172  0.133
H  3.250  3.108  2.864  0.136
N  -0.449  -3.587  0.502  0.120
C  -1.513  -2.785  0.634  -0.717
S  -1.406  -1.585  1.858  0.848
N  -2.574  -3.073  -0.108  0.119
C  -3.718  -2.328  -0.456  -0.234
C  -4.226  -1.277  0.297  -0.042
C  -5.319  -0.574  -0.186  -0.065
C  -5.907  -0.914  -1.392  -0.056
C  -5.423  -1.988  -2.122  -0.049
C  -4.338  -2.698  -1.650  -0.015
H  0.383  -3.288  0.990  0.053
H  -0.305  -4.062  -0.382  0.086
H  -2.400  -3.808  -0.792  0.157
H  -3.784  -1.019  1.246  0.053
H  -5.714  0.250  0.389  0.106
H  -6.752  -0.356  -1.764  0.111
H  -5.865  -2.252  -3.069  0.099
H  -3.958  -3.539  -2.214  0.126
I  2.352  -2.984  -1.539  1.079
C  2.911  -1.067  -2.201  -0.725
C  4.051  -0.943  -2.979  -0.125
C  4.377  0.334  -3.406  -0.057
C  3.545  1.391  -3.070  -0.042
C  2.431  1.137  -2.284  -0.116
N  2.137  -0.077  -1.836  0.032
H  4.654  -1.802  -3.229  0.093
H  5.265  0.502  -3.996  0.112
H  3.762  2.392  -3.406  0.108
H  1.743  1.914  -1.989  0.095

Summary:
HOMO-LUMO gap (spin up / spin down)   0.155 / 0.167 Ha
Energy relative to the best compared isomer or geometry (same formula, charge and spin)   3.5854 eV
LUMO (spin up / spin down)   -2.34 / -2.02 eV
Maximum force   6.0 eV/Å
Highest occupied orbital energy (spin up / spin down)   -6.6 / -6.6 eV
2S+1   2